Entry from the OMol25 dataset: 6 unconnected molecules or ions with the total composition C46H108IN7O8 in a non-equilibrium geometry (ωB97M-V with the def2-TZVPD basis set).

```
170
Properties=species:S:1:pos:R:3:forces:R:3
C -1.62571 0.13060 3.72398 0.5144 0.3815 0.2532
H 5.15203 -1.94287 5.71957 0.3229 -0.0634 0.1298
C 0.15516 -1.12783 2.84735 0.4455 0.4079 0.0126
C 0.98368 -1.10273 -0.22527 -0.7803 0.1897 0.2646
H 6.43194 -2.40695 8.33827 0.0248 0.0078 0.0141
C 4.90716 -1.70182 4.68829 -0.6706 0.3201 0.1709
N 5.76954 0.60951 9.73033 0.0466 0.1623 -0.1933
C 6.05538 -0.28184 8.60279 0.2538 -0.1584 0.2179
C 0.67326 0.12201 0.67739 0.3734 -0.6797 -0.6654
C 7.34685 0.11504 7.86707 -0.1573 0.1847 -0.1870
C 1.57551 2.24164 4.78906 0.0911 -0.4038 0.5643
H -6.43976 -2.78722 -5.51473 0.1051 -0.0043 0.0198
H 0.00774 -3.01751 -0.11719 0.0021 -0.2718 -0.1230
H -5.69268 -1.26803 -10.16692 -0.0135 0.0254 0.0581
H -0.56773 -6.66327 -4.88092 -0.0308 -0.2596 -0.0449
C 9.15507 -0.79356 9.13809 0.0698 0.1735 0.1258
H 8.72807 -1.19223 10.06108 -0.0079 -0.1367 -0.0538
C -1.25138 -3.44815 -2.33204 1.1275 -0.0852 -0.5147
C 1.11142 -0.11834 2.10997 -0.8867 -0.0398 -0.2629
H 0.95719 -5.85722 -4.62057 0.3167 -0.1181 -0.1293
H -1.49764 -1.35663 -2.05518 0.1501 0.4222 -0.2562
H -4.56244 -3.76479 -6.01739 -0.0854 0.0394 -0.1536
H 2.79076 -7.95399 -7.09520 0.1436 0.0250 -0.1718
C 5.22929 4.03543 1.87452 -0.3221 0.3162 -0.3329
H 7.16192 1.06207 7.35079 0.0362 0.0314 0.0534
C -6.50262 -1.70143 -5.43485 -0.2024 0.0898 -0.1320
H -9.01729 -2.11913 -9.71014 0.0043 0.0291 -0.0550
C 4.70644 -0.18095 4.62044 0.5941 -1.2815 0.4224
O -3.37147 -2.30364 -5.15303 -0.0096 0.0157 -0.1581
C -8.34692 0.13966 -0.26033 0.0481 -0.2814 0.0443
C 0.20324 -5.67662 -6.66775 -0.2066 -0.8492 0.2268
C -6.96339 0.01360 -11.31989 -0.2641 0.0750 0.1704
H 6.65623 -1.84841 10.00132 0.0465 0.0568 -0.0125
H 0.63315 -4.70118 -6.87249 0.1833 0.1295 -0.1287
H -3.92489 -2.54134 -7.15703 -0.0715 0.0683 0.0482
H -5.69825 1.29434 -10.36137 0.0111 0.0683 -0.1002
H 2.76683 4.29785 6.24670 -0.0771 0.2983 -0.0962
H -6.40231 -1.27787 -6.43696 0.0087 -0.0347 -0.0098
H 0.73950 -3.83335 -3.15290 0.2723 0.0356 0.0092
H 0.90731 -8.43429 -4.81798 -0.2902 -0.1052 0.1928
H 10.18209 -0.49633 9.34864 -0.0109 0.0409 -0.0437
H 3.22247 1.94028 6.22295 0.0966 -0.4144 0.0760
H -8.69050 -0.90214 -12.27061 -0.0050 0.0008 0.0214
H -1.09115 -1.70012 0.09984 -0.1195 0.0733 0.2383
H 1.34398 -0.75624 -1.18895 0.1267 0.1197 -0.0927
H 5.42162 7.94058 5.51515 0.0512 -0.0912 0.0373
O -7.36202 -1.01291 -9.08913 -0.0565 -0.1006 -0.0981
H -1.68276 1.77367 5.08780 -0.2145 0.2765 0.1324
C 4.27759 2.57306 3.72077 0.6182 0.0886 -0.5058
H -0.62760 -1.43435 2.15590 -0.0687 -0.2378 -0.0626
H 7.43536 11.25156 5.70915 -0.0375 0.0116 -0.0442
C -8.35838 0.08195 -11.93325 -0.0309 -0.0350 -0.1788
H -9.34468 -0.41764 -9.26113 -0.0808 -0.0717 -0.1070
H 3.13926 -2.66230 5.16463 -0.0802 0.1653 -0.0735
H -1.45419 -4.01617 -1.43119 -0.3442 0.0877 0.2677
H 1.20442 0.97064 0.25454 0.0132 0.3014 0.2679
H -7.20401 1.33991 -9.81439 -0.0594 0.0597 -0.0670
H -7.08900 -2.11420 -10.82195 -0.1017 0.0418 -0.0315
H 4.02097 0.07026 5.43246 -0.3198 0.2999 -0.1512
H 5.73285 -2.01846 4.05772 0.1402 0.0691 -0.1839
C -0.24310 -4.29076 -3.16219 -1.2239 -0.2772 0.1461
C -0.68113 -2.06850 -1.95500 -0.8993 -0.4877 0.7932
H 2.09555 -0.58614 2.04282 0.3291 0.2992 0.2817
C -8.74731 -1.30326 -9.03389 0.0464 0.1160 0.2422
H -2.85658 -3.77106 -6.45819 0.0370 0.0601 -0.0010
H -9.03968 0.23578 0.58665 -0.0611 0.0836 -0.0505
H -7.69019 0.72730 -2.70191 -0.0931 0.0429 -0.0658
H -7.48757 -0.85958 -2.59140 -0.0572 -0.1110 -0.1579
H 2.16661 -9.46024 -5.45983 -0.0098 -0.3263 0.0279
H 1.60984 -6.35717 -8.14240 -0.0810 0.1592 -0.2316
H 4.40947 7.56423 4.33255 0.0010 -0.0865 -0.0160
H 5.14978 4.92067 2.50242 0.1501 0.2481 0.0183
N 6.43664 2.13145 2.60244 0.4951 -0.4652 0.0435
H -8.93697 2.45929 0.56093 -0.0458 -0.0220 -0.0353
H -10.85957 0.95693 -0.92754 0.0125 0.0160 -0.0030
H 5.03904 -2.03231 9.35232 0.0038 0.0493 0.0385
O 4.23750 0.12914 3.33743 0.0389 0.5677 -0.0284
C 6.05420 -1.72336 9.10215 -0.1321 -0.1398 -0.0986
H -9.09727 0.47141 -11.23362 0.0360 -0.0206 0.0631
H -8.97923 -1.60478 -8.01227 0.0581 -0.0219 -0.0001
H 6.40219 1.34288 3.24779 0.1250 -0.0092 -0.0422
C 5.40951 2.84497 2.74087 -0.2621 0.0101 0.2312
C -10.26495 0.79773 -1.83002 -0.1808 -0.0652 0.0327
H -1.36975 0.91264 3.00760 -0.2045 0.0213 -0.2303
H 3.15482 -1.99760 3.63946 0.0437 0.0235 0.0665
H 5.67920 0.26455 4.86508 -0.0158 0.3899 -0.1710
H 6.02295 4.12056 1.14404 0.2820 0.0957 0.0684
O -7.47698 1.25586 -0.31329 -0.1257 0.0326 0.0784
H -1.64975 0.20827 5.83759 -0.2247 -0.2091 0.2931
H -8.35551 0.74694 -12.79682 0.0247 0.0355 0.0391
C 1.38183 -8.76469 -5.73357 0.3399 0.7782 0.1184
H 7.89021 7.46763 5.27219 -0.0443 0.0615 0.0015
N -6.66479 1.29644 -10.67591 0.1493 -0.1427 0.0921
H 5.23672 -0.19166 7.87966 0.0386 0.1024 -0.0330
H 0.35149 -7.50487 -7.84369 -0.1494 -0.2341 0.0309
C 7.70903 7.20636 4.22992 0.0895 -0.1306 -0.0894
C -9.10139 -0.15401 -1.56637 0.0098 0.3658 -0.1043
H 8.32943 10.33920 4.47906 0.0104 -0.0596 -0.0117
H -5.75484 -0.10062 -4.25835 0.0857 0.0227 0.0268
H -9.52029 -1.16036 -1.47110 0.0751 -0.0314 0.0670
H -6.25337 -0.12199 -12.14127 0.0589 -0.0434 0.0507
H 0.64216 -9.23566 -6.37177 -0.0513 -0.2802 -0.0188
H 7.60875 -0.61886 7.09224 -0.0234 -0.1006 0.0749
O 6.26639 10.05026 4.56228 0.1384 -0.0190 -0.0557
H -0.15454 -5.27445 -2.70013 0.1526 -0.0756 0.1335
H -3.17494 0.77851 5.09132 -0.1408 0.1434 0.1704
C 6.32405 9.21025 3.42568 -0.1867 -0.0258 -0.1940
H -0.79846 -5.68763 -7.09754 -0.0875 0.2658 -0.1946
H 7.16214 9.49886 2.77772 0.0793 -0.0546 0.0662
H 5.40751 9.41853 2.86694 -0.0216 0.0314 0.0578
C 0.01593 -5.78920 -5.15783 -0.5636 0.7555 0.0056
H 0.74076 -1.99549 3.14086 -0.1288 -0.2314 0.1277
H -0.39707 0.30178 0.61593 -0.1447 0.3520 0.1060
H -1.77833 -4.62152 -4.64637 -0.2164 0.0806 -0.1973
C 3.49705 1.34902 3.24047 -0.5395 -0.0641 0.6062
H 8.52339 7.61331 3.62727 -0.0051 0.0134 0.0132
H 4.67528 2.48031 4.72735 0.0388 -0.1788 0.1427
H 7.75529 6.11912 4.16052 -0.0430 0.0047 0.0234
H -7.35350 3.19980 0.26134 0.0192 -0.0472 0.0245
H -4.05697 -0.57876 -6.07398 -0.0941 -0.0720 -0.0416
H 9.16716 -1.56995 8.36801 -0.0561 -0.0228 0.0041
H -2.36435 -0.53882 3.27695 -0.0709 -0.1240 0.0501
N -5.47389 -1.89657 -3.23266 0.2043 0.1993 0.0427
O -0.42758 -0.59078 4.01119 -0.1233 -0.2821 -0.0645
H -8.44285 2.91958 -1.09598 -0.1396 0.0310 0.0535
H 4.29173 3.98642 1.31905 -0.1995 -0.1257 0.0375
H 7.71908 9.52929 5.95306 0.1384 -0.0251 -0.0519
H -7.50331 -1.46461 -5.07208 0.0360 0.0068 0.0723
H 0.13494 -1.77913 -2.60467 0.0906 0.0309 -0.2894
H -7.70269 -0.71708 -0.04641 0.0545 0.0410 -0.0290
C 1.01453 -6.80284 -7.34827 0.4692 0.5927 0.2339
H 6.13960 7.18392 2.79964 -0.0496 0.0809 -0.0412
H 3.66706 3.46739 3.70185 -0.4492 -0.0322 0.1390
C -5.45604 -1.12839 -4.48669 -0.0385 -0.3577 -0.1369
N 5.32337 7.32703 4.70978 -0.1276 0.0899 -0.1553
C -6.76458 -1.17129 -10.36201 0.2590 -0.0192 -0.0546
H 5.66488 1.55990 9.38477 -0.1083 -0.0248 0.0193
H -4.84888 -1.44989 -2.56532 -0.0817 0.0248 0.0423
H 1.55280 1.60571 6.85114 0.3094 -0.5872 0.0281
C -0.23367 -2.02187 -0.48096 0.5962 0.0717 -0.2596
H 2.49721 -6.90551 -5.74958 0.0476 0.2006 0.1093
H -0.33624 -3.69744 -5.20364 -0.5198 0.3363 -0.2176
H 6.60685 0.65106 10.30644 -0.0602 -0.0762 0.0573
C -4.04574 -1.06142 -5.08820 0.0711 0.2624 0.1578
H 2.45810 3.62720 7.84616 0.0086 0.0221 0.2029
H 2.03133 0.19685 4.36932 0.1308 -0.1062 0.2133
H -2.16746 -3.35729 -2.90681 -0.1890 0.0849 0.0001
H 3.32738 1.50172 2.17949 -0.0036 -0.1572 -0.2457
N -8.20692 -0.14916 -2.72603 0.1642 -0.1050 0.2069
H -5.03019 -2.79226 -3.42206 -0.1318 -0.0487 0.0128
C -8.09998 2.51470 -0.14089 0.2172 0.0261 -0.0891
H 1.79233 -1.67798 0.21761 0.1887 -0.0939 0.0222
C 6.35496 7.70626 3.73697 0.1437 0.0704 0.2936
H -10.92305 0.38197 -2.59327 0.0500 -0.0034 -0.0292
C -3.71047 -3.12426 -6.25705 0.0939 -0.1769 0.1670
C -0.70104 -4.53175 -4.60903 1.4651 -0.4278 0.4047
H 1.66180 3.23937 4.37031 0.1740 0.0903 -0.3140
H 0.51298 2.06833 4.90048 -0.2492 -0.0169 -0.0862
C 7.50787 10.29110 5.19924 -0.1684 0.0683 0.1380
N 3.70616 -2.44781 4.35764 0.0222 -0.3685 -0.1157
C 2.17408 2.21848 6.20539 -0.7090 1.3202 -0.0791
C 2.00145 -7.56095 -6.45815 -0.2088 -0.6611 -0.3029
C -2.09421 0.77246 5.02618 0.4736 -0.2688 -0.5533
C 2.07337 1.15834 3.85751 -0.1068 0.4114 -0.4498
O 1.12221 1.11915 2.78853 0.4765 -0.0441 0.0004
I 0.13954 4.45628 6.84831 0.3298 -0.0450 0.0388
H -3.43111 -0.43352 -4.43630 0.0444 -0.0670 0.0183
H -9.92848 1.76831 -2.19372 0.0695 -0.0028 0.0286
O 8.45570 0.36043 8.70771 -0.0001 -0.1387 -0.0540
C 2.13702 3.62428 6.81450 -0.0818 -0.3144 -0.1253
```
Positions in Å, forces in eV/Å.

Properties
Net charge   0
Structure (SMILES)   [H]/N=C(/C)C[C@@H](OCCN)[C@@H](CCCI)O[C@H](CCCCCCCCCCCC)COCC.COC[C@@H](C)N.COC[C@@H](C)N.COC[C@@H](C)N.COC[C@@H](C)N.COC[C@@H](C)N
Orbital gap   9.420 eV
Largest force on an atom   1.6 eV/Å

Atomic partial charges in e from the Mulliken method, atoms 1 to 5: -0.076, 0.433, -0.805, -0.941, 0.352